DFT (ωB97M-V/def2-TZVPD) results for a structure of composition C60H94O30Zn.

Geometry as XYZ:
```
185
Properties=species:S:1:pos:R:3:forces:R:3
Zn 15.71644 19.08230 14.32319 -0.953 -0.232 0.497
C 14.01993 20.17162 17.74797 -0.219 -0.375 0.064
C 14.19582 19.09602 16.66351 -0.228 0.618 -0.195
O 14.30853 19.72709 15.42324 0.474 -0.017 0.069
H 13.44694 21.01162 17.35444 0.183 0.087 -0.329
H 14.99578 20.50852 18.08307 0.063 0.280 0.132
H 13.42089 19.86949 18.60859 0.246 -0.403 0.250
H 13.33274 18.42694 16.64650 -0.452 -0.257 0.139
H 15.05719 18.44709 16.86367 0.138 0.003 0.363
C 12.91366 16.78846 13.89819 0.228 -1.157 0.613
C 13.98888 17.09708 12.87384 -0.684 0.644 -0.418
O 15.17701 17.46430 13.43102 0.896 -0.289 0.510
H 12.07746 16.19966 13.48382 0.367 -0.111 0.031
H 12.44830 17.60818 14.42716 0.317 0.640 -0.005
H 13.50604 16.20677 14.63766 -0.835 -0.023 0.043
H 13.60291 17.91572 12.25300 -0.128 -0.129 -0.586
H 14.12999 16.18063 12.25257 -0.170 0.328 -0.022
O 13.27053 12.48296 18.23468 -0.089 0.838 0.582
C 13.05268 13.64322 18.51430 0.449 -1.840 -1.353
O 11.93686 14.23850 18.05947 0.250 1.348 0.352
C 11.99461 15.67452 18.36670 -0.656 -0.018 0.365
C 13.11673 15.85301 19.39627 -0.296 0.451 0.283
C 13.96367 14.59448 19.21960 -0.103 1.252 0.259
H 11.02517 15.93898 18.79990 0.084 -0.090 -0.203
H 12.11239 16.27396 17.45164 0.181 -0.516 0.164
H 12.73203 16.02256 20.41183 -0.105 -0.564 -0.232
H 13.67222 16.76152 19.20735 0.263 0.167 -0.322
H 14.32517 14.19278 20.15443 0.197 -0.260 0.061
H 14.80772 14.89505 18.58728 -0.001 -0.687 0.017
O 13.32716 16.96358 9.27519 2.438 -2.232 -0.115
C 14.23207 16.11242 9.22028 -2.390 1.835 0.055
O 14.10839 14.90307 9.80742 0.158 -0.069 -0.015
C 15.28918 14.08244 9.56655 -0.109 -0.370 0.833
C 15.97366 14.70319 8.40620 -0.340 0.220 -2.177
C 15.58020 16.19341 8.55997 0.532 -0.290 -0.461
H 14.94648 13.05716 9.41920 0.010 0.160 -0.081
H 15.95206 14.07865 10.42812 -0.192 0.165 0.422
H 15.46686 14.28212 7.47829 0.749 0.705 0.798
H 17.06085 14.51744 8.30452 -0.650 0.074 0.328
H 15.59159 16.72903 7.59963 -0.176 0.022 0.564
H 16.22580 16.72230 9.27759 -0.024 -0.073 -0.298
O 10.69792 13.43346 10.68491 1.245 -0.246 0.679
C 11.60306 13.16579 11.43820 -1.638 -0.139 0.177
O 11.61054 13.64098 12.73390 -0.271 0.257 -1.270
C 12.82920 13.30521 13.36232 0.922 -0.618 0.378
C 13.77523 12.76524 12.23332 -0.085 0.637 1.641
C 12.76705 12.19395 11.29385 -0.521 0.272 -0.888
H 12.61495 12.52130 14.11000 0.184 0.271 -0.129
H 13.20912 14.20580 13.85470 0.024 -0.284 -0.052
H 14.49416 12.05631 12.67111 -0.147 0.350 -0.441
H 14.26209 13.64320 11.79079 0.097 -0.469 0.158
H 12.40166 11.20733 11.59214 0.001 0.035 0.048
H 13.05157 12.15505 10.24720 0.099 -0.085 -0.056
O 9.91624 21.31608 20.25329 -0.202 -2.490 -1.949
C 9.79138 20.47876 19.34847 -0.141 2.996 2.284
O 9.65006 20.91280 18.07939 -0.167 0.344 -0.231
C 9.52936 19.83494 17.15998 1.450 -1.445 0.181
C 10.09306 18.63708 17.98228 -0.057 0.026 -0.788
C 9.72315 18.97944 19.39069 -0.936 -0.728 1.080
H 10.15873 19.98172 16.27649 -0.199 0.328 0.339
H 8.51970 19.67392 16.81257 -0.503 0.132 0.203
H 11.18391 18.71538 18.02128 0.075 -0.258 -0.819
H 9.76845 17.66480 17.59912 0.203 0.301 0.201
H 10.41574 18.55313 20.13298 -0.290 0.353 -0.165
H 8.69039 18.63714 19.67898 0.786 0.544 -0.236
O 16.86445 19.82950 12.88382 1.536 -0.510 -1.941
C 17.48866 19.09653 12.09936 -0.563 -0.660 0.143
O 18.08457 19.53120 10.99070 -0.580 1.982 1.537
C 18.91925 18.57093 10.36903 0.238 -0.011 -1.107
C 18.54249 17.22993 11.00197 0.781 -0.310 -0.768
C 17.55301 17.58646 12.03847 -1.701 0.170 0.672
H 19.95908 18.87586 10.52979 -0.166 -0.141 0.067
H 18.68533 18.71077 9.29726 0.220 -0.534 0.410
H 19.37796 16.71389 11.47416 0.194 0.082 -0.350
H 18.07520 16.56584 10.28256 0.305 -0.176 -0.199
H 17.69975 17.05395 12.96504 -0.156 0.304 0.455
H 16.50903 17.34792 11.73115 0.517 0.042 0.363
O 9.83402 17.96220 14.79266 0.059 0.200 -0.049
C 9.70227 16.77091 14.85188 -0.259 0.577 -0.250
O 10.11432 16.07354 15.93917 0.475 0.523 -0.775
C 9.96880 14.70384 15.60753 -0.969 -1.527 1.668
C 8.72234 14.65799 14.78640 -0.616 -0.215 -0.622
C 8.99519 15.86241 13.86754 -0.580 -1.248 0.345
H 9.84598 14.16046 16.53541 0.166 -0.057 0.288
H 10.82962 14.28940 15.11646 0.516 0.161 -0.469
H 7.80950 14.85892 15.37336 0.522 0.050 0.159
H 8.51910 13.69372 14.30910 0.411 0.258 -0.236
H 8.02077 16.25699 13.58620 0.443 0.529 -0.585
H 9.61993 15.51399 13.02075 -0.291 0.650 0.311
O 19.22006 14.80044 16.75056 -1.955 -1.187 -1.152
C 18.13601 14.59258 16.19623 2.047 1.734 1.639
O 17.03364 15.17460 16.72997 -0.633 -0.664 -0.791
C 15.92201 15.08276 15.79320 -0.681 0.303 -0.749
C 16.36650 14.15199 14.64177 -0.701 -0.215 0.456
C 17.85002 13.98781 14.85218 0.311 -0.180 -0.356
H 15.70723 16.06452 15.33781 0.417 -0.058 0.489
H 14.97247 14.76323 16.26398 0.789 -0.108 0.254
H 16.16193 14.64214 13.70944 -0.139 0.301 -0.518
H 15.81543 13.20696 14.61246 0.179 0.031 0.297
H 18.38631 14.60204 14.12201 0.204 -0.118 0.163
H 18.20712 12.96113 14.73705 0.083 0.217 0.250
O 17.12629 25.90870 12.95154 -0.488 -1.737 -2.077
C 16.90391 25.02085 12.12086 0.306 1.986 1.924
O 17.55876 23.85693 12.17010 0.292 -0.249 0.375
C 16.95260 22.86106 11.32295 -0.734 0.194 0.436
C 15.60789 23.50426 10.93271 -0.510 -1.667 -0.807
C 15.86546 24.96114 11.01207 0.310 1.320 0.067
H 16.82865 21.93830 11.90508 0.144 0.335 -0.180
H 17.61480 22.68403 10.49226 0.211 -0.086 -0.419
H 14.81492 23.18383 11.62316 0.204 0.068 -0.093
H 15.30413 23.19570 9.92060 0.031 0.011 0.412
H 14.99780 25.57973 11.25088 0.172 -0.091 0.052
H 16.29648 25.35307 10.07187 0.011 -0.106 0.445
O 6.88129 17.88372 11.74790 1.737 0.085 -0.355
C 8.05664 17.97074 11.41284 -2.643 -0.139 0.456
O 8.67967 16.97000 10.79332 0.929 -0.511 -0.238
C 10.06351 17.33395 10.45382 -0.720 1.143 0.578
C 10.33156 18.54094 11.36628 0.398 -0.601 0.185
C 8.95196 19.14602 11.55984 1.244 0.868 0.458
H 10.05651 17.66146 9.42754 0.047 -0.131 -0.537
H 10.75126 16.51392 10.58397 -0.144 -0.411 0.108
H 11.07267 19.22051 10.96932 0.162 0.183 -0.302
H 10.71915 18.20195 12.32664 -0.028 -0.173 0.054
H 8.76573 19.87580 10.77056 -0.350 -0.033 -0.050
H 8.89871 19.66522 12.53149 -0.468 -0.386 -0.396
O 17.34522 18.05660 15.36374 0.607 -0.300 0.426
C 18.46692 17.90868 15.82351 -1.282 0.531 -0.812
O 19.35822 17.19259 15.14676 1.026 0.036 0.611
C 20.66164 17.22178 15.85167 -0.056 -0.387 -0.147
C 20.39470 17.77234 17.24152 -0.922 0.330 0.203
C 19.04189 18.51369 17.05592 0.575 -0.745 1.208
H 21.33602 17.82698 15.24488 -0.119 0.054 0.043
H 21.03508 16.20363 15.92872 -0.177 -0.023 -0.369
H 21.10646 18.49375 17.58466 0.771 0.295 -0.078
H 20.36776 16.98361 18.00781 -0.322 0.145 -0.497
H 19.18586 19.58212 16.91853 -0.155 0.103 -0.289
H 18.40951 18.38574 17.94379 -0.165 0.028 -0.507
O 17.97842 12.91122 11.53881 -0.373 -1.511 -0.347
C 17.73325 11.73538 11.35798 -0.159 0.246 0.843
O 16.47377 11.27930 11.10443 -0.250 -0.406 -0.222
C 16.47552 9.84341 10.76255 0.045 0.625 0.288
C 17.75994 9.31690 11.30942 1.144 -0.360 0.308
C 18.66380 10.52256 11.39231 0.648 1.090 -1.094
H 16.46200 9.78074 9.67813 -0.401 -0.064 -0.059
H 15.67042 9.28747 11.25831 -0.328 0.778 -0.487
H 18.18791 8.52270 10.70389 -0.055 -0.042 -0.136
H 17.63027 8.90399 12.29784 -0.192 -0.111 0.371
H 19.24775 10.67566 10.44905 -0.040 -0.363 0.786
H 19.33242 10.53827 12.25563 -0.046 0.156 -0.265
O 13.68401 20.61740 12.85705 -0.888 0.507 0.438
C 12.62118 21.10356 13.19138 1.475 -1.073 -0.891
O 12.15712 22.17002 12.49448 1.635 -0.244 -0.204
C 10.90843 22.53962 12.92236 -2.875 -0.145 -0.722
C 10.54310 21.71681 14.14382 -0.758 -0.294 0.503
C 11.57592 20.61015 14.16294 0.331 -0.704 -0.889
H 10.14534 22.29745 12.14412 0.654 0.098 0.077
H 10.84147 23.60146 13.03028 0.201 0.708 0.415
H 9.51295 21.34810 14.03541 0.362 -0.037 0.121
H 10.54339 22.29932 15.03806 0.213 0.475 0.722
H 11.17916 19.71903 13.65386 0.017 0.123 0.114
H 12.02454 20.19246 15.07029 -0.020 0.650 -0.033
O 17.38715 20.88887 15.45761 -0.582 0.564 -0.256
C 16.92903 22.01817 15.49909 0.257 -1.515 0.271
O 17.64634 22.98233 16.05941 0.332 0.129 0.091
C 16.96174 24.22782 16.06840 -0.627 0.351 -0.589
C 15.59492 23.99181 15.39408 -0.658 -0.343 0.903
C 15.57516 22.49773 15.04185 0.345 0.427 -0.198
H 17.54527 24.95408 15.51111 0.151 0.026 0.002
H 16.85090 24.54443 17.08870 0.073 0.141 0.504
H 15.49927 24.60334 14.52526 -0.022 0.437 -0.586
H 14.75480 24.25218 16.06472 0.474 -0.106 -0.223
H 15.52367 22.35034 13.95879 -0.078 -0.197 0.086
H 14.78627 21.88044 15.49409 0.314 0.101 -0.108
O 16.90229 20.08086 7.25624 -2.770 0.237 1.953
C 15.90356 20.16556 8.00752 3.412 0.933 -3.971
O 15.76080 19.37069 9.02709 0.795 -1.225 0.697
C 14.75305 19.85889 9.84493 -2.194 0.711 2.325
C 13.77726 20.57636 8.92952 -0.192 -0.271 0.086
C 14.73163 21.11680 7.88739 -0.400 1.193 -0.065
H 15.10988 20.54228 10.62322 0.574 0.115 -0.286
H 14.25121 19.09581 10.44043 0.288 -0.494 -0.432
H 13.20555 21.33436 9.48127 0.029 -0.295 -0.297
H 13.14339 19.81541 8.47796 -0.369 0.100 0.073
H 14.95124 22.17164 8.11956 0.719 -0.464 0.192
H 14.33791 21.24365 6.87808 0.130 -0.708 -0.080
```
Forces are in eV/Å.

The charge is 0. The LUMO energy comes out at -0.0242 eV. Its largest force on an atom is 5.318 eV Å⁻¹. The value obtained for the energy is -173591.026 eV. For the HOMO-LUMO gap, the calculation gives 0.29047 hartree.